Version 1
Below is a 2-piece molecular cluster, C3H6N2O2 overall, with properties calculated with wB97M-V/def2-TZVPD.

XYZ file:
```
13
C3H6N2O2 (wB97M-V/def2-TZVPD)
H -3.447 -0.336 0.776
N -2.492 -0.637 0.648
C -1.696 0.214 0.191
O -1.527 1.443 -0.262
C -0.349 0.322 -0.264
O 0.658 0.568 0.613
C 1.945 0.624 0.137
N 2.295 0.117 -0.958
H 3.289 0.254 -1.133
H -0.027 -0.008 -1.251
H 2.561 1.147 0.871
H -0.964 -1.851 0.425
H -0.247 -1.858 0.207
```

Its SMILES is [H]/N=C1\O[C@H]1O/C=N/[H].[H][H]. The calculation puts the LUMO energy at 0.80 eV. The charge is 0. For the HOMO energy, the calculation gives -0.38302 Ha. Its frontier orbital gap is 11.225 eV.

***

Version 2
Below is C3H6N2O2 as an isolated structure, with properties calculated with wB97M-V/def2-TZVPD.

XYZ file:
```
13
C3H6N2O2 (wB97M-V/def2-TZVPD)
C 1.214 -0.988 -0.226
C -0.706 -0.363 -0.075
C -0.843 0.896 -0.726
N 1.691 -1.445 0.780
N -0.799 2.117 -0.197
O -0.790 -0.131 1.366
O -0.925 -1.557 -0.431
H 1.168 -1.278 -1.280
H -0.977 0.899 -1.799
H 2.405 -2.104 0.982
H -0.270 2.700 -0.764
H -0.772 2.276 0.787
H -0.394 -1.022 1.584
```

The calculation puts the LUMO energy (alpha / beta) at -0.36 / -0.19 eV. The charge is 0. For the HOMO energy (alpha / beta), the calculation gives -0.27675 / -0.28084 Ha. Its frontier orbital gap (alpha / beta) is 7.170 / 7.450 eV.

***

Version 3
Below is C3H6N2O2 as an isolated structure, with properties calculated with wB97M-V/def2-TZVPD.

XYZ file:
```
13
C3H6N2O2 (wB97M-V/def2-TZVPD)
C -1.555 -0.134 0.065
C 0.079 0.937 -0.124
C 0.786 -1.410 0.329
N -1.263 1.236 -0.280
N -0.271 -0.355 0.468
O -2.595 -0.754 0.112
O 0.958 1.755 0.524
H 0.740 0.655 -1.757
H 1.606 -0.827 -0.049
H 0.946 -1.892 1.321
H 0.419 -2.194 -0.342
H -1.568 1.796 -1.080
H 1.720 1.187 0.813
```

The calculation puts the LUMO energy at 0.50 eV. The charge is 0. For the HOMO energy, the calculation gives -0.34457 Ha. Its frontier orbital gap is 9.873 eV.

***

Version 4
Below is a single C3H6N2O2 molecule, with properties calculated with wB97M-V/def2-TZVPD.

XYZ file:
```
13
C3H6N2O2 (wB97M-V/def2-TZVPD)
H 2.231 0.488 -1.800
N 1.484 0.111 -1.214
C 1.592 0.616 -0.055
O 0.955 0.201 1.051
C -0.042 -0.817 0.907
C -1.356 -0.100 0.535
N -1.606 0.200 -0.761
O -2.100 0.265 1.425
H 2.260 1.429 0.231
H 0.330 -1.607 0.243
H -0.224 -1.232 1.903
H -2.487 0.650 -0.983
H -1.038 -0.203 -1.482
```

Its SMILES is [H]/N=C/OCC(N)=O. The calculation puts the LUMO energy at 0.91 eV. The charge is 0. For the HOMO energy, the calculation gives -0.36040 Ha. Its frontier orbital gap is 10.712 eV.

***

Energetically preferred structure: version 4 | next structure: +304.0 kJ/mol

***

Version 1
Below is a 2-piece molecular cluster, C3H11NOS2 overall, with properties calculated with wB97M-V/def2-TZVPD.

XYZ file:
```
18
C3H11NOS2 (wB97M-V/def2-TZVPD)
C -1.265 2.037 1.435
S -1.920 0.859 0.205
S -1.188 -0.979 0.858
C 0.608 -0.715 1.151
C 1.364 -0.141 -0.072
N 1.783 -1.275 -0.941
H -1.583 1.890 2.465
H -0.182 1.937 1.369
H -1.572 2.999 1.025
H 0.977 -1.740 1.193
H 0.661 0.012 1.954
H 2.240 0.394 0.302
H 0.720 0.533 -0.645
H 1.011 -1.694 -1.437
H 2.344 -0.795 -1.643
O -1.422 -1.516 -2.405
H -0.606 -1.052 -2.633
H -1.969 -0.754 -2.182
```

Its SMILES is CSSCCN.O. The calculation puts the LUMO energy at 0.52 eV. The charge is 0. For the HOMO energy, the calculation gives -0.30762 Ha. Its frontier orbital gap is 8.894 eV.

***

Version 2
Below is a 2-piece molecular cluster, C3H11NOS2 overall, with properties calculated with wB97M-V/def2-TZVPD.

XYZ file:
```
18
C3H11NOS2 (wB97M-V/def2-TZVPD)
C -0.600 -1.136 2.298
C 0.282 -0.700 1.100
N -0.172 -1.420 -0.094
C 0.100 0.809 0.916
S 1.168 1.356 -0.422
S 0.748 3.428 -0.582
H -1.634 -1.060 1.977
H -0.267 -2.097 2.676
H -0.561 -0.447 3.156
H 1.339 -0.888 1.294
H 0.415 -2.146 -0.485
H -0.612 -0.784 -0.737
H -0.920 1.116 0.671
H 0.362 1.313 1.846
H 0.148 3.204 -1.763
O 0.013 -0.224 -4.338
H -0.604 0.137 -3.679
H 0.797 -0.461 -3.834
```

Its SMILES is C[C@@H](N)CSS.O. The calculation puts the LUMO energy at 0.33 eV. The charge is 0. For the HOMO energy, the calculation gives -0.33165 Ha. Its frontier orbital gap is 9.359 eV.

***

Energetically preferred structure: version 2 | next structure: +22.8 kJ/mol

***

Version 1
Below is a 3-piece molecular cluster, C3H11NOS2 overall, with properties calculated with wB97M-V/def2-TZVPD.

XYZ file:
```
18
C3H11NOS2 (wB97M-V/def2-TZVPD)
N 0.764 0.067 2.246
C -0.085 -0.647 1.278
C 0.759 -1.655 0.530
C -0.745 0.364 0.271
S -1.566 1.645 1.069
S 0.665 -0.197 -2.396
H 0.704 -0.457 3.114
H 0.273 0.938 2.458
H -0.910 -1.166 1.766
H 0.241 -2.231 -0.236
H 1.516 -1.035 0.054
H 1.258 -2.306 1.245
H 0.119 0.825 -0.379
H -1.422 -0.009 -0.482
H 1.831 0.075 -2.989
H -0.889 2.664 -2.429
H -0.987 1.157 -2.518
O -1.527 1.967 -2.603
```

The calculation puts the LUMO energy at -4.30 eV. The charge is 0. For the HOMO energy, the calculation gives -0.32724 Ha. Its frontier orbital gap is 4.605 eV.

***

Version 2
Below is a 2-piece molecular cluster, C3H11NOS2 overall, with properties calculated with wB97M-V/def2-TZVPD.

XYZ file:
```
18
C3H11NOS2 (wB97M-V/def2-TZVPD)
C -2.417 -0.204 -0.571
N -1.261 -0.662 -1.258
C -0.132 0.121 -0.874
C 1.117 -0.468 -1.478
S 2.188 -1.009 0.021
S 3.342 0.681 0.075
H -2.192 0.161 0.454
H -3.026 0.594 -1.168
H -3.180 -1.048 -0.298
H -1.173 -1.638 -0.893
H -0.047 0.451 0.155
H -0.106 1.123 -1.316
H 0.740 -1.286 -2.201
H 1.484 0.379 -2.025
H 3.838 0.630 -1.159
O 0.071 0.385 4.379
H 0.590 1.149 4.772
H 0.165 0.642 3.386
```

Its SMILES is CNCCSS.O. The calculation puts the LUMO energy at 0.38 eV. The charge is 0. For the HOMO energy, the calculation gives -0.31617 Ha. Its frontier orbital gap is 8.981 eV.

***

Energetically preferred structure: version 2 | next structure: +253.9 kJ/mol

***

Version 1
Below is a 2-piece molecular cluster, C6H13NO3 overall, with properties calculated with wB97M-V/def2-TZVPD.

XYZ file:
```
23
C6H13NO3 (wB97M-V/def2-TZVPD)
C 1.430 1.206 -1.948
C 0.862 0.631 -0.657
O 1.882 0.580 0.346
C -0.244 1.517 -0.088
C -0.882 0.919 1.162
C -1.341 -0.514 0.967
O -2.538 -0.755 0.724
N -0.359 -1.305 0.281
C 0.315 -0.779 -0.906
H 0.640 1.314 -2.702
H 1.871 2.193 -1.756
H 2.209 0.547 -2.361
H 2.643 0.102 0.003
H 0.160 2.515 0.130
H -1.007 1.646 -0.870
H -0.183 0.917 2.011
H -1.745 1.516 1.482
H 0.328 -1.721 0.905
H -0.376 -0.761 -1.760
H 1.144 -1.454 -1.160
O -1.573 -2.569 2.456
H -0.856 -2.714 1.574
H -2.378 -3.031 2.166
```

Its SMILES is C[C@@]1(O)CCC(=O)NC1.O. The calculation puts the LUMO energy at 0.51 eV. The charge is 0. For the HOMO energy, the calculation gives -0.34397 Ha. Its frontier orbital gap is 9.867 eV.

***

Version 2
Below is a 2-piece molecular cluster, C6H13NO3 overall, with properties calculated with wB97M-V/def2-TZVPD.

XYZ file:
```
23
C6H13NO3 (wB97M-V/def2-TZVPD)
C -0.846 0.171 -2.408
C -0.253 0.968 -1.289
C -0.633 0.970 -0.012
C 0.026 1.868 0.999
C -1.805 0.188 0.516
H -0.818 0.736 -3.341
H -0.266 -0.743 -2.563
H -1.880 -0.115 -2.223
H 0.633 1.536 -1.554
H -0.687 2.599 1.390
H 0.383 1.287 1.854
H 0.870 2.406 0.568
H -1.570 -0.234 1.495
H -2.092 -0.635 -0.136
H -2.673 0.840 0.637
O 1.100 -2.123 -1.038
C 1.695 -1.612 -0.076
O 2.460 -0.539 -0.102
N 1.096 -2.038 1.058
O 1.057 -1.161 2.166
H 2.493 -0.156 0.792
H 0.299 -2.538 0.362
H 1.411 -1.675 2.907
```

Its SMILES is CC=C(C)C.O=C(O)NO. The calculation puts the LUMO energy at 0.32 eV. The charge is 0. For the HOMO energy, the calculation gives -0.31805 Ha. Its frontier orbital gap is 8.979 eV.

***

Version 3
Below is a single C6H13NO3 molecule, with properties calculated with wB97M-V/def2-TZVPD.

XYZ file:
```
23
C6H13NO3 (wB97M-V/def2-TZVPD)
C 0.549 4.536 0.785
C 0.071 3.116 1.072
C 0.178 2.221 -0.146
O -0.342 0.946 0.158
C -0.323 0.069 -0.927
C -0.930 -1.284 -0.541
O -1.206 -2.053 -1.688
C -0.088 -2.084 0.451
N 1.013 -2.696 0.004
O -0.006 -1.804 1.667
H 0.465 5.166 1.681
H 1.602 4.543 0.464
H -0.049 5.003 -0.011
H 0.665 2.675 1.888
H -0.976 3.131 1.409
H -0.379 2.661 -0.996
H 1.235 2.127 -0.462
H -0.929 0.472 -1.759
H 0.708 -0.066 -1.307
H -1.886 -1.092 -0.032
H -0.623 -1.803 -2.412
H 0.911 -3.270 -0.823
H 1.633 -2.652 0.946
```

Its SMILES is CCCOC[C@@H](O)C(N)=O. The calculation puts the LUMO energy at 0.63 eV. The charge is 0. For the HOMO energy, the calculation gives -0.35089 Ha. Its frontier orbital gap is 10.181 eV.

***

Version 4
Below is a single C6H13NO3 molecule, with properties calculated with wB97M-V/def2-TZVPD.

XYZ file:
```
23
C6H13NO3 (wB97M-V/def2-TZVPD)
C -1.017 -2.520 0.327
C -0.142 -1.338 0.702
C 0.698 -0.778 -0.463
C 0.934 0.676 -0.085
C 1.418 1.624 -1.172
O 1.624 2.925 -0.659
C -0.390 1.180 0.515
O -0.371 2.188 1.276
O -1.644 1.261 -0.513
N -0.952 -0.176 1.166
H -1.750 -2.233 -0.442
H -0.389 -3.324 -0.080
H -1.554 -2.910 1.201
H 0.525 -1.620 1.527
H 1.629 -1.345 -0.580
H 0.144 -0.859 -1.413
H 1.663 0.710 0.741
H 2.372 1.265 -1.585
H 0.687 1.646 -2.000
H 0.950 3.074 0.027
H -1.446 0.721 -1.286
H -0.998 -0.071 2.177
H -1.991 -0.095 0.621
```

Its SMILES is C[C@H]1C[C@@H](CO)[C@@]([O-])(O)[NH2+]1. The calculation puts the LUMO energy at 0.41 eV. The charge is 0. For the HOMO energy, the calculation gives -0.33065 Ha. Its frontier orbital gap is 9.412 eV.

***

Energetically preferred structure: version 3 | next structure: +8.6 kJ/mol

***

Version 1
Below is an isolated ion of composition C7H13N2 and charge +1, with properties calculated with wB97M-V/def2-TZVPD.

XYZ file:
```
22
C7H13N2 (wB97M-V/def2-TZVPD)
C 2.132 -1.309 0.183
C 1.444 -0.081 0.662
C 0.252 0.397 -0.248
C -0.146 1.807 0.006
C -0.973 -0.673 -0.057
N -1.499 -0.321 1.141
C -2.706 0.042 0.895
C -3.046 -0.293 -0.434
N -1.965 -0.714 -1.013
H 2.620 -0.961 -0.673
H 1.533 -2.164 -0.285
H 2.943 -1.698 0.940
H 1.017 -0.179 1.724
H 2.020 0.861 0.757
H 0.636 0.117 -1.255
H -0.389 1.952 1.057
H -1.046 2.257 -0.618
H 0.645 2.523 -0.401
H -0.277 -1.559 -0.074
H -3.461 0.526 1.625
H -3.931 -0.374 -0.990
H -2.095 -1.115 -1.963
```

Its SMILES is CC[C@H](C)[C@H]1N=CC=[NH+]1. The calculation puts the LUMO energy at -5.45 eV. The charge is +1. For the HOMO energy, the calculation gives -0.54183 Ha. Its frontier orbital gap is 9.296 eV.

***

Version 2
Below is an isolated ion of composition C7H13N2 and charge +1, with properties calculated with wB97M-V/def2-TZVPD.

XYZ file:
```
22
C7H13N2 (wB97M-V/def2-TZVPD)
C 1.556 -1.548 0.675
C 0.354 -1.144 -0.185
C 0.670 -1.174 -1.659
N -0.194 -0.226 -2.322
C -0.293 0.981 -1.518
C -0.375 0.524 -0.135
N -0.863 0.935 0.917
C -1.463 1.945 1.609
C -0.931 0.798 2.290
H 2.365 -0.898 0.313
H 1.743 -2.527 0.284
H 1.400 -1.821 1.670
H -0.465 -1.751 -0.063
H 1.712 -1.096 -1.800
H 0.292 -2.098 -2.066
H 0.094 -0.221 -3.297
H -1.132 1.687 -1.969
H 0.662 1.574 -1.489
H -2.491 2.133 1.201
H -1.058 2.877 1.964
H 0.047 0.984 2.792
H -1.631 0.065 2.786
```

Its SMILES is C[C@@H]1CNCC1=[N+]1CC1. The calculation puts the LUMO energy at -3.84 eV. The charge is +1. For the HOMO energy, the calculation gives -0.47777 Ha. Its frontier orbital gap is 9.158 eV.

***

Energetically preferred structure: version 1 | next structure: +162.2 kJ/mol

***

Version 1
Below is an isolated ion of composition C7H13N2 and charge +1, with properties calculated with wB97M-V/def2-TZVPD.

XYZ file:
```
22
C7H13N2 (wB97M-V/def2-TZVPD)
C -2.234 2.481 0.261
C -1.194 1.701 0.983
C -0.576 0.627 0.531
C -0.737 0.031 -0.845
C 0.430 -0.880 -0.930
N 0.753 -1.523 -2.039
N 1.080 -0.968 0.199
C 2.221 -1.803 0.474
C 0.487 -0.161 1.251
H -1.874 3.495 0.084
H -3.124 2.564 0.881
H -2.511 2.033 -0.688
H -0.960 2.064 1.975
H -0.721 0.789 -1.631
H -1.670 -0.534 -0.948
H 0.210 -1.385 -2.877
H 1.535 -2.157 -2.094
H 2.866 -1.886 -0.399
H 2.799 -1.358 1.283
H 1.905 -2.801 0.785
H 1.243 0.482 1.713
H 0.071 -0.810 2.031
```

Its SMILES is C/C=C1\CC(=[NH2+])N(C)C1. The calculation puts the LUMO energy at -2.80 eV. The charge is +1. For the HOMO energy, the calculation gives -0.47789 Ha. Its frontier orbital gap is 10.208 eV.

***

Version 2
Below is C7H13N2 as an isolated structure, with properties calculated with wB97M-V/def2-TZVPD.

XYZ file:
```
22
C7H13N2 (wB97M-V/def2-TZVPD)
C -0.725 -3.081 0.135
C -1.128 0.329 0.329
C 0.126 0.227 1.260
C 0.666 -1.078 -0.684
C -0.278 0.034 -0.896
C 0.405 1.496 2.103
C -0.449 0.716 -2.232
N 0.274 -2.447 0.488
N 0.969 0.072 -0.002
H -0.887 -3.990 0.678
H -1.320 -3.152 -0.741
H -1.864 -0.469 0.627
H -1.521 1.323 0.299
H 0.159 -0.596 1.946
H 1.409 -1.100 -1.406
H 0.953 1.074 2.972
H -0.431 2.060 2.450
H 1.131 2.176 1.706
H 0.157 1.471 -2.606
H -1.403 1.115 -2.020
H -0.507 -0.070 -3.067
H 1.823 0.599 -0.229
```

The calculation puts the LUMO energy at -2.82 eV. The charge is +1. For the HOMO energy, the calculation gives -0.50994 Ha. Its frontier orbital gap is 11.059 eV.

***

Version 3
Below is a 2-piece molecular cluster, C7H13N2 overall, with properties calculated with wB97M-V/def2-TZVPD.

XYZ file:
```
22
C7H13N2 (wB97M-V/def2-TZVPD)
C -2.441 -0.855 -0.099
C -1.165 -0.650 0.717
C -1.112 0.751 1.047
C -1.255 1.153 -0.403
C -0.237 0.256 0.038
C 2.145 -1.108 -0.118
C 2.264 1.159 0.037
N 1.693 0.087 -0.603
N -2.383 0.368 -1.000
H -2.529 -1.756 -0.679
H -3.188 -0.781 0.673
H -0.919 -1.472 1.303
H -1.076 1.207 2.020
H -1.102 2.166 -0.794
H 1.689 -1.518 0.801
H 2.058 -1.901 -0.870
H 3.181 -1.064 0.141
H 1.923 2.095 -0.303
H 2.104 0.975 1.161
H 3.424 1.207 -0.246
H -1.973 0.154 -1.983
H -3.234 0.773 -1.157
```

The calculation puts the LUMO energy (alpha / beta) at -3.34 / -3.34 eV. The charge is +1. For the HOMO energy (alpha / beta), the calculation gives -0.45809 / -0.45812 Ha. Its frontier orbital gap (alpha / beta) is 9.122 / 9.123 eV.

***

Energetically preferred structure: version 1 | next structure: +527.1 kJ/mol